Density functional theory data (ωB97M-V with the def2-TZVPD basis set) for 7 unconnected molecules or ions with the total composition C60H76INO25P in a non-equilibrium geometry.

Its HOMO-LUMO gap is 3.519 eV. The calculation puts the HOMO energy at -4.40 eV. For the total energy, the calculation gives -133516.27193 eV. As for the charge: -1. The value obtained for the maximum force is 1.52 eV/A. The LUMO energy comes out at -0.886 eV.

```
164
Properties=species:S:1:pos:R:3:forces:R:3:mulliken_charge:R:1
C -4.52054 -6.82171 -0.15210 0.0 0.1 0.2 1.09
H -1.90893 0.26930 -2.69346 -0.1 0.3 -0.1 0.29
C 5.81545 -5.06228 3.47510 -0.1 0.0 0.0 -1.12
H 0.07429 2.26109 -3.03201 0.3 0.0 -0.1 0.27
C 2.18020 0.00776 8.69742 0.2 -0.9 0.4 0.14
O 4.94130 -7.54303 0.86778 -0.1 0.0 0.1 -0.61
H -0.28229 -2.20163 14.66177 0.0 0.0 0.0 0.45
C -4.10077 -4.84947 -1.62289 0.0 0.1 0.0 -1.18
H -0.91451 -1.98536 8.20376 0.0 0.0 0.1 0.93
C 2.40722 7.98884 -15.88717 0.1 0.0 -0.1 -0.98
H -1.05320 0.57591 5.87408 0.1 0.1 0.2 0.66
C 2.67169 -2.81103 1.67607 0.0 0.0 0.0 -1.41
H 0.32905 0.22585 2.75738 -0.1 -0.1 -0.1 0.30
C 1.43773 -4.73219 0.68916 -0.1 -0.1 0.1 1.44
H 7.60022 -7.42926 0.78904 0.0 0.0 0.0 0.43
C -0.87952 5.88847 -8.89977 0.5 -0.2 -0.2 -0.75
C -0.61409 -0.42266 -1.15364 -0.3 0.4 0.7 -0.43
C 5.74241 -6.79245 1.60795 0.1 -0.1 -0.1 0.31
C 3.18580 -1.14868 8.57021 0.4 0.2 0.1 -0.19
H 4.46233 -0.87889 10.33589 0.0 0.2 0.0 0.32
C 0.92034 2.28480 -6.05192 -0.1 -0.5 -0.4 -0.84
O 0.48665 8.91058 -14.90204 0.0 -0.1 0.1 -0.59
C 0.01585 1.17440 -3.09534 -0.8 -0.4 -0.2 -0.80
H -6.76644 2.57609 -7.35700 0.0 0.0 0.0 0.36
H -0.58153 4.39796 -6.39677 -0.2 -0.2 0.1 0.36
C -4.85471 4.17286 -3.68309 -0.1 0.1 0.0 0.18
C -4.10262 -4.01508 -0.43756 0.1 -0.1 -0.2 1.09
C -6.06358 4.40084 -4.21723 -0.1 0.0 0.0 -0.94
C -0.32975 0.73307 -4.52584 0.3 -0.1 0.1 0.05
H 5.23495 -1.70029 9.01623 0.1 0.1 -0.1 0.44
C -0.02830 2.47731 -7.25471 0.2 0.2 0.4 -0.79
H -4.38753 -1.42810 15.89569 0.0 0.0 0.0 0.36
H 0.30237 4.17007 -9.26745 0.2 0.0 0.0 0.39
C -4.30012 -4.67251 0.90988 0.0 -0.1 0.1 0.33
H 4.44632 4.90472 -16.08644 0.0 0.0 0.0 0.37
O -2.12469 -0.04099 11.21717 0.1 0.0 0.0 -0.54
O -2.50407 -2.07583 16.08006 -0.1 0.0 0.0 -0.66
H -4.64280 -6.47370 1.99030 0.0 0.0 0.0 0.44
H -6.78701 5.06048 -3.75966 0.0 0.0 0.0 0.44
C 1.86134 5.50109 -14.46119 -0.1 0.0 0.1 -1.08
O 2.70312 -3.21303 -0.64346 0.0 -0.1 -0.1 -0.69
C 5.02867 -5.90757 2.60200 0.1 0.2 0.2 1.05
H 0.56926 2.29049 -8.15047 -0.2 -0.1 -0.1 0.46
H 2.28955 -3.89433 -1.21068 0.0 0.0 0.0 0.34
H 2.65424 8.88129 -16.44431 0.0 0.0 0.0 0.42
C 2.93071 5.57798 -15.26578 -0.1 -0.1 0.1 0.40
O 7.95436 -4.33878 4.11987 0.1 0.0 -0.1 -0.58
H -2.01578 7.07307 -10.86922 0.0 0.0 -0.2 0.34
H 1.93546 2.48476 -6.40089 0.1 0.2 0.2 0.43
H -0.26378 1.53391 8.72530 0.1 -0.1 0.1 0.28
C -3.55304 -0.98429 14.30752 -0.1 0.1 -0.1 0.30
C -2.35686 -1.63948 14.94823 0.2 -0.1 0.0 1.10
O 4.27895 6.81450 -16.71397 0.0 -0.1 0.0 -0.63
C 0.84358 0.84642 -5.50066 -0.1 1.0 0.1 -1.09
H -0.12247 -1.83012 4.46765 0.7 -0.1 0.1 -0.41
O 2.47801 -2.63667 4.01355 0.1 -0.2 0.1 -0.62
C -0.57349 -0.39886 5.98416 0.1 0.2 -0.4 -1.54
H 1.15617 -0.57033 4.66269 0.0 -0.2 0.3 0.59
H -4.09847 -2.95312 1.58114 0.0 0.0 0.0 0.35
H 0.37095 -6.04443 2.03239 0.0 0.0 0.1 0.49
H 0.67232 2.97391 -5.24275 0.1 0.1 0.0 0.39
O 1.16788 -5.29734 -0.36572 0.1 0.1 -0.1 -0.78
H 1.38172 1.15500 10.36450 -0.1 -0.1 0.0 0.39
H 4.94839 0.06817 8.91390 0.2 0.0 0.0 0.33
O 1.57275 -3.30752 6.69694 -0.1 -0.2 0.0 -0.49
O -4.64617 -0.98110 15.06559 0.0 0.0 0.1 -0.59
O 3.76807 4.57177 -15.46605 0.1 0.1 -0.1 -0.57
N -0.53795 0.60997 8.42617 -0.2 -0.5 -0.2 -0.59
H -0.41006 -1.99747 1.19531 0.0 0.0 -0.2 -0.43
C -4.29512 -6.16824 -1.49516 0.0 0.1 -0.1 0.41
H -1.16537 1.35696 -4.85479 -0.1 -0.2 -0.2 -0.42
H -1.71660 3.80915 -7.60602 0.0 0.0 0.0 0.32
H -0.60430 7.79301 -11.70530 -0.2 -0.1 0.0 -0.03
O 0.01947 6.69363 -13.59398 0.0 0.1 -0.2 -0.60
H 0.95468 5.19554 -7.97481 0.1 -0.1 0.0 0.22
H 1.29156 -4.18396 4.93721 -0.1 -0.1 0.2 0.22
C 2.31708 -3.51382 0.59667 0.1 0.1 0.0 0.25
H 0.27111 0.24949 0.66115 -0.1 0.4 0.2 0.06
C 0.57002 -3.10561 7.29331 0.5 0.5 0.1 -0.43
H 3.30389 -1.93555 1.62058 0.0 0.0 0.0 0.47
H -3.94094 -4.37284 -2.57962 0.0 0.0 0.0 0.45
C -2.25460 -0.50980 12.32701 -0.2 0.0 0.0 0.86
H -1.31108 8.62392 -10.34789 -0.3 -0.1 0.0 0.36
P 0.70971 -0.19619 7.41143 0.4 1.3 -0.7 1.05
O 0.93164 -4.83160 4.28535 0.5 0.5 -0.1 -0.56
H -1.46842 1.54086 -1.55025 -0.1 0.0 0.1 0.33
O -5.86419 2.22980 -7.20952 -0.1 0.1 0.0 -0.60
O 9.08237 -5.87056 2.32039 0.0 0.1 0.1 -0.64
H 1.14738 -0.57910 10.57900 0.6 0.1 -0.8 0.03
C -1.06089 -1.18955 12.95973 0.0 -0.1 0.2 0.32
H -1.38799 -1.09590 6.21307 0.1 -0.1 0.1 0.22
H 0.58687 6.31334 -10.36315 0.3 0.3 0.0 0.30
O -4.26120 -3.84765 1.94056 0.0 0.1 -0.1 -0.64
H 0.43144 -0.67525 -1.33680 0.0 -0.1 -0.2 0.30
C -3.85237 3.25038 -4.33572 0.0 -0.2 -0.2 1.23
O 3.81241 -5.95856 2.61259 0.1 -0.2 -0.1 -0.55
H -3.50699 1.90469 -6.01287 0.0 0.0 0.0 0.46
H 0.96746 0.71149 -2.83030 0.1 0.3 0.2 0.55
O -4.70689 -8.02692 -0.14974 0.0 0.0 -0.2 -0.65
H -2.07123 -1.64050 0.70184 0.0 -0.2 0.0 0.02
O -2.77396 3.12173 -3.78845 0.0 0.1 0.2 -0.56
H 1.04674 1.12910 6.84887 -0.1 0.0 0.1 -0.28
C 0.17240 -1.98388 8.14870 -0.6 -0.3 0.2 -1.07
H -1.63302 5.39841 -9.52333 -0.2 0.1 0.2 0.41
H -0.18722 8.58188 -14.27425 0.0 0.0 0.0 0.36
C -1.08533 0.69241 -2.11512 0.6 -0.5 -0.1 -0.75
H 8.86284 -4.54308 3.82455 0.0 0.0 0.0 0.36
C 2.20000 -3.22508 2.99389 0.1 0.0 -0.1 1.44
H -0.93104 0.07615 9.18663 0.0 0.2 0.2 0.15
H -4.47083 -7.89370 -2.13241 0.0 0.0 0.0 0.37
C 7.15118 -5.07512 3.36523 -0.1 0.1 0.1 0.36
H -0.96051 0.89675 3.71126 0.1 0.0 0.1 0.32
C -1.54387 -0.88925 2.64540 -0.4 0.8 -0.4 -1.21
O -7.49433 3.89590 -6.02424 0.0 -0.1 -0.1 -0.64
I -0.98962 -4.70133 7.08674 -0.4 -0.2 0.0 -0.21
H 1.77630 0.65594 -4.96565 0.0 -0.4 -0.1 0.44
H 3.39356 -1.34186 7.51663 -0.2 -0.1 0.0 0.14
O -4.30957 -7.01032 -2.52002 0.0 -0.1 0.0 -0.60
H -4.34993 0.01844 12.61200 0.0 0.0 0.0 0.45
C 0.98534 -5.15636 1.98231 -0.2 0.0 -0.1 -1.13
H -1.79081 -1.80425 3.18934 0.1 0.0 0.0 0.65
H -0.06420 -0.80517 11.36279 -0.4 -0.1 0.6 0.24
H -1.38060 6.38222 -8.06318 -0.1 0.0 0.0 0.27
C 0.08406 -0.76939 4.64943 -0.9 0.2 -0.3 0.52
C 1.33621 7.91107 -15.08499 0.1 0.1 -0.1 0.37
C -1.12832 -1.71508 14.19745 0.0 0.0 0.1 -0.98
C 0.03774 4.77103 -8.39276 -0.5 0.1 0.0 -0.95
C 7.07833 -6.80206 1.49767 0.1 0.0 0.0 -0.95
H 1.69971 -0.76883 6.52381 0.0 -0.3 0.3 -0.36
C -4.49896 -5.99463 1.03235 0.0 -0.1 0.0 -0.86
H 5.29258 -4.44359 4.19267 0.0 0.0 0.0 0.61
H 2.72488 0.13570 10.80661 0.0 -0.1 0.1 0.47
C 4.54143 -0.88829 9.24687 -0.3 -0.2 0.1 -1.51
H -2.47371 -0.30771 2.60120 -0.1 -0.1 0.1 0.35
H -1.20059 -1.33404 -1.28632 0.0 0.0 -0.3 0.25
C 7.86610 -5.94179 2.35566 -0.1 -0.2 -0.2 0.97
C -6.42813 3.74387 -5.45415 0.0 0.1 0.2 0.92
H -1.39294 0.82616 0.47716 -0.1 -0.1 0.1 0.34
C -3.49914 -0.45544 13.08064 0.0 0.0 -0.1 -1.09
H -0.67351 -0.30410 -4.48380 -0.1 0.0 0.0 0.60
C 3.27713 6.83904 -16.02241 -0.1 0.2 0.0 1.02
H 4.02983 -7.33086 1.15481 0.0 0.0 0.0 0.36
C 1.33108 -4.46237 3.08607 -0.3 -0.3 -0.2 0.53
H 0.35900 7.61941 -9.13139 0.4 -0.1 -0.2 0.33
C -4.22612 2.57517 -5.56259 0.1 0.0 0.0 -0.92
C -1.18704 -1.22297 1.18926 0.0 0.0 0.5 0.79
H 0.73720 0.16173 -6.34376 0.1 -0.2 0.1 0.37
H 0.53826 -2.18663 9.16100 0.3 0.0 -0.1 0.41
C 1.00431 6.65786 -14.30958 0.1 -0.2 0.0 1.04
H -0.79577 1.69958 -7.24123 -0.1 0.1 0.1 0.48
C -0.73444 -0.03467 0.34702 0.6 -0.6 -0.4 -0.43
C 1.83076 0.17695 10.17712 0.0 0.6 0.0 -1.37
C -0.65454 3.87671 -7.35458 0.3 0.1 -0.3 -0.48
H 2.78484 -2.07089 9.00482 -0.1 0.0 -0.1 0.02
O -4.43801 4.72767 -2.55662 0.1 0.0 0.0 -0.60
C -5.43528 2.80161 -6.09263 0.1 -0.1 0.0 0.32
C -0.50367 -0.04754 3.40954 0.2 -0.3 0.3 -0.78
C -1.09048 7.63098 -10.74474 0.7 0.5 0.4 -0.81
H -3.53280 4.38984 -2.40478 0.0 0.0 0.0 0.37
C -0.13078 6.89852 -9.78546 -1.0 -0.4 0.1 -0.35
H 2.72613 0.90755 8.38867 -0.2 0.1 -0.1 0.66
O 0.04128 -1.23876 12.24357 -0.1 0.0 -0.1 -0.47
H 1.60669 4.60442 -13.91412 0.0 0.0 0.0 0.45
O -3.95035 -2.80855 -0.44975 -0.1 0.1 0.1 -0.64
```
Positions in Å, forces in eV/Å.